{"formula": "C2H3N3", "method": "the ωB97M-V functional and the def2-TZVPD basis", "charge": 0, "homo_energy_ev": -9.5, "smiles": "c1c[nH]nn1", "relative_energy_kj_mol": 259.4, "species": ["C", "C", "N", "N", "N", "H", "H", "H"], "coordinates": [[-0.3233, 0.5581, -0.9820], [-0.7193, -0.1549, 0.1238], [0.3924, -0.6943, 0.6288], [1.4582, -0.3981, -0.1706], [1.0416, 0.3546, -1.1182], [-0.6743, 1.5159, -0.5799], [-1.7240, -0.1785, 0.5200], [0.5488, -1.0028, 1.5782]]}

---

{"formula": "C2H2NO4", "method": "the ωB97M-V functional and the def2-TZVPD basis", "charge": -1, "homo_energy_ev": [-1.7, -1.7], "relative_energy_kj_mol": 637.9, "species": ["C", "C", "N", "O", "O", "O", "O", "H", "H"], "coordinates": [[-1.0082, 0.4195, 0.3783], [-0.2142, 1.4873, 0.0124], [-3.3489, -0.4657, -0.3708], [-4.4622, -0.0142, -0.2390], [-2.2128, 0.5609, 0.6400], [-0.5112, 2.6560, 0.1702], [1.0428, 1.1292, -0.5305], [-0.6544, -0.6753, 0.1245], [1.3977, 0.3932, -0.0983]]}

---

{"formula": "C12H33CrN3O19Rb3S4", "method": "the ωB97M-V functional and the def2-TZVPD basis", "charge": -2, "spin_multiplicity": 6, "homo_energy_ev": [-1.7, -1.7], "species": ["Cr", "Rb", "Rb", "Rb", "S", "O", "O", "O", "O", "S", "O", "O", "O", "O", "S", "O", "O", "O", "O", "S", "O", "O", "O", "O", "C", "C", "C", "O", "C", "N", "H", "H", "H", "H", "H", "H", "H", "H", "H", "H", "H", "C", "C", "C", "O", "C", "N", "H", "H", "H", "H", "H", "H", "H", "H", "H", "H", "H", "C", "C", "C", "O", "C", "N", "H", "H", "H", "H", "H", "H", "H", "H", "H", "H", "H"], "coordinates": [[-2.0573, -2.4547, -1.1580], [-3.5420, -1.9629, 2.3023], [-0.0565, 1.8566, -2.1620], [0.8066, -1.3520, 3.0058], [-0.9340, -4.3103, 1.5186], [-0.9715, -5.7713, 1.5505], [-1.7113, -3.7992, 0.3586], [-1.4967, -3.7705, 2.7558], [0.4511, -3.8156, 1.3788], [-1.1140, 0.1093, 0.6519], [-1.6073, 1.4617, 0.1640], [0.2741, -0.0983, 0.2262], [-1.1884, 0.1017, 2.0794], [-1.9573, -0.8661, 0.0702], [-5.6442, -2.2737, -0.8703], [-6.1206, -3.5712, -0.4597], [-6.0329, -1.8743, -2.2212], [-5.9926, -1.2604, 0.1467], [-4.1297, -2.3409, -0.8094], [-2.6695, -0.5472, -3.8258], [-2.0285, -1.1928, -2.6661], [-2.7391, -1.4100, -4.9587], [-4.0655, -0.2573, -3.4854], [-2.0603, 0.7524, -4.0949], [3.1694, 0.0110, -1.3522], [3.3875, 0.4631, 0.1291], [4.8542, 0.8202, 0.4703], [5.0739, 0.8047, 1.9396], [6.3558, 1.0393, 2.4541], [2.4906, 1.5121, 0.4178], [2.0873, -0.0248, -1.4780], [3.6024, -0.9558, -1.6090], [3.4867, 0.8127, -2.0191], [3.1320, -0.4180, 0.7178], [5.2704, 1.7768, 0.1545], [5.5163, 0.1060, -0.0192], [6.4111, 0.9242, 3.5366], [6.7205, 2.0278, 2.1748], [7.0976, 0.3472, 2.0555], [2.4477, 1.5853, 1.4242], [1.5453, 1.1834, 0.2821], [-1.9895, 3.3423, 3.4327], [-2.5668, 4.2034, 2.3328], [-2.2677, 5.7115, 2.6278], [-3.0558, 6.2527, 3.6563], [-2.6527, 7.5795, 3.9529], [-1.9124, 3.8597, 1.0825], [-0.9555, 3.6657, 3.3127], [-2.2435, 2.3102, 3.1912], [-2.4016, 3.6298, 4.3999], [-3.6058, 3.9508, 2.1209], [-2.4882, 6.2992, 1.7367], [-1.2199, 5.9200, 2.8440], [-2.7273, 8.3029, 3.1409], [-1.6003, 7.5037, 4.2263], [-3.2678, 8.1897, 4.6142], [-1.8159, 2.8550, 1.0452], [-0.9375, 4.1196, 1.1287], [0.5731, -4.9664, -2.0438], [1.0099, -3.5494, -2.1341], [0.6615, -2.9507, -3.5746], [1.4562, -3.5302, -4.6352], [2.8899, -3.3609, -4.4841], [0.2673, -2.7785, -1.1491], [0.7775, -5.3690, -1.0517], [1.1749, -5.5907, -2.7043], [-0.5141, -5.0350, -2.0797], [2.0879, -3.4643, -1.9970], [0.6934, -1.8627, -3.5173], [-0.3694, -3.1884, -3.8370], [3.4035, -3.7328, -5.3706], [3.1647, -4.1924, -3.8352], [3.3206, -2.4808, -4.0065], [0.6526, -1.8599, -0.9821], [0.3973, -3.1520, -0.2198]]}

---

{"formula": "C5H8O2", "method": "the ωB97M-V functional and the def2-TZVPD basis", "charge": 0, "homo_energy_ev": -9.8, "smiles": "C[C@@]1(O)C[C@H]2O[C@H]21", "relative_energy_kj_mol": 279.5, "species": ["C", "C", "O", "C", "C", "O", "C", "H", "H", "H", "H", "H", "H", "H", "H"], "coordinates": [[-1.3064, 0.0410, 0.9703], [0.1191, -0.2967, 0.4000], [0.6895, -1.2051, 1.3042], [0.1533, -0.7117, -1.1108], [0.9614, 0.5545, -1.3854], [0.2176, 1.6605, -0.8772], [1.0096, 0.9087, 0.0333], [-1.6534, 0.8936, 0.4065], [-2.0304, -0.7879, 0.8626], [-1.3613, 0.3170, 2.0467], [-0.1259, -1.1744, 1.8139], [0.7201, -1.6306, -1.3118], [-0.8317, -0.7651, -1.5785], [1.6611, 0.7767, -2.1848], [1.7775, 1.4197, 0.6110]]}

---

{"formula": "C7H12O2", "method": "the ωB97M-V functional and the def2-TZVPD basis", "charge": 0, "homo_energy_ev": -8.3, "smiles": "C=C(O)C(C)(C)C(C)=O", "relative_energy_kj_mol": 129.6, "species": ["C", "C", "O", "C", "C", "C", "C", "C", "O", "H", "H", "H", "H", "H", "H", "H", "H", "H", "H", "H", "H"], "coordinates": [[1.7251, 1.2837, 0.8050], [1.0421, 0.4959, -0.0598], [1.3287, 0.5179, -1.4098], [-0.0084, -0.4976, 0.3146], [-0.0201, -1.7342, -0.5630], [-0.0881, -0.8394, 1.7890], [-1.1381, 0.6967, -0.0216], [-1.6297, 0.8752, -1.4330], [-1.7009, 1.2091, 0.9105], [1.3618, 1.5346, 1.7842], [2.7608, 1.5525, 0.6583], [2.0724, 1.1176, -1.5478], [-1.0177, -2.1707, -0.5918], [0.2656, -1.5516, -1.5953], [0.6750, -2.4694, -0.1604], [0.8345, -1.3232, 2.1063], [-0.2601, 0.0393, 2.4025], [-0.9341, -1.5066, 1.9564], [-2.0854, -0.0466, -1.7883], [-2.3681, 1.6736, -1.4558], [-0.8154, 1.1431, -2.1005]]}